{"formula": "C3H6N2O", "method": "ωB97M-V/def2-TZVPD", "symbols": ["C", "C", "N", "C", "N", "H", "H", "H", "H", "H", "H", "O"], "coordinates": [[-0.92105, -0.09754, 1.09595], [0.11953, -1.02734, 1.29629], [1.13918, -0.50805, 0.38667], [0.38701, 0.75616, 0.14712], [-0.99216, 0.69194, -0.07526], [-1.56671, 0.25263, 1.91197], [0.47403, -1.21307, 2.30557], [1.40067, -1.01283, -0.45319], [0.84742, 1.51602, 0.80184], [-0.68509, 0.10404, -1.75229], [0.04471, 0.66862, -3.04113], [-0.24754, -0.13058, -2.62355]], "atomic_forces_ev_per_a": [[-1.016, -0.430, 0.652], [-0.647, 1.249, -0.270], [-0.391, 0.725, 0.026], [2.838, 1.132, -1.277], [0.651, -1.365, 1.075], [-0.267, -0.685, 0.063], [-0.208, -0.468, 0.030], [-0.573, -0.252, -0.041], [-0.304, 0.224, -0.148], [0.280, 0.140, -0.223], [0.095, 0.654, 0.069], [-0.459, -0.924, 0.045]], "mulliken_spin": [-0.001, 0.259, -0.002, 0.696, 0.055, -0.035, -0.028, 0.010, 0.041, -0.004, -0.002, 0.012], "multiplicity": 2, "fmax_ha_per_bohr": 0.0644, "e_above_lowest_kcal_mol": 82.3, "total_energy_ha": -302.5082, "total_charge": -1, "e_lumo_ha": [0.1717, 0.1696], "homo_ev": [-1.3, -2.4]}